{"formula": "C42H116F14N15O41S14", "method": "wB97M-V/def2-TZVPD", "species": ["C", "C", "C", "O", "C", "N", "H", "H", "H", "H", "H", "H", "H", "H", "H", "H", "H", "H", "C", "C", "C", "O", "C", "N", "H", "H", "H", "H", "H", "H", "H", "H", "H", "H", "H", "H", "C", "C", "C", "O", "C", "N", "H", "H", "H", "H", "H", "H", "H", "H", "H", "H", "H", "H", "C", "O", "C", "C", "N", "H", "H", "C", "C", "O", "C", "H", "H", "H", "H", "H", "H", "H", "H", "H", "H", "H", "H", "H", "H", "C", "O", "C", "C", "N", "H", "H", "C", "C", "O", "C", "H", "H", "H", "H", "H", "H", "H", "H", "H", "H", "H", "H", "H", "H", "C", "O", "C", "C", "N", "H", "H", "C", "C", "O", "C", "H", "H", "H", "H", "H", "H", "H", "H", "H", "H", "H", "H", "H", "H", "C", "O", "C", "C", "N", "H", "H", "C", "C", "O", "C", "H", "H", "H", "H", "H", "H", "H", "H", "H", "H", "H", "H", "H", "H", "C", "O", "C", "C", "N", "H", "H", "C", "C", "O", "C", "H", "H", "H", "H", "H", "H", "H", "H", "H", "H", "H", "H", "H", "H", "N", "S", "O", "O", "F", "S", "O", "O", "F", "N", "S", "O", "O", "F", "S", "O", "O", "F", "N", "S", "O", "O", "F", "S", "O", "O", "F", "N", "S", "O", "O", "F", "S", "O", "O", "F", "N", "S", "O", "O", "F", "S", "O", "O", "F", "N", "S", "O", "O", "F", "S", "O", "O", "F", "N", "S", "O", "O", "F", "S", "O", "O", "F"], "xyz": [[-0.732, 0.144, -7.065], [-0.803, -0.838, -5.852], [-2.041, -0.787, -4.979], [-1.951, -1.722, -3.866], [-3.082, -1.590, -3.026], [-0.631, -2.243, -6.373], [-0.939, -2.820, -5.603], [-1.166, -2.456, -7.203], [0.285, -2.572, -6.644], [-0.402, 1.094, -6.643], [-1.723, 0.255, -7.505], [0.109, -0.243, -7.641], [0.085, -0.775, -5.223], [-2.901, -1.019, -5.608], [-2.268, 0.231, -4.662], [-3.106, -2.426, -2.327], [-4.053, -1.431, -3.494], [-3.026, -0.745, -2.340], [2.243, -7.798, 4.382], [1.158, -6.819, 3.853], [1.771, -5.401, 3.641], [2.871, -5.280, 2.688], [2.950, -4.106, 1.903], [0.579, -7.319, 2.578], [1.255, -7.205, 1.836], [0.321, -8.296, 2.591], [-0.229, -6.752, 2.364], [2.425, -7.720, 5.454], [3.212, -7.835, 3.885], [1.815, -8.800, 4.417], [0.338, -6.815, 4.571], [2.068, -4.967, 4.595], [0.946, -4.797, 3.262], [2.969, -3.266, 2.598], [2.133, -4.072, 1.182], [3.881, -4.138, 1.336], [-2.761, -0.372, 6.628], [-3.346, -1.661, 5.938], [-4.786, -2.087, 6.356], [-5.787, -1.177, 6.080], [-7.100, -1.581, 6.383], [-3.211, -1.544, 4.444], [-3.052, -2.441, 4.010], [-3.875, -1.092, 3.832], [-2.323, -1.086, 4.297], [-3.392, 0.443, 6.272], [-1.696, -0.259, 6.424], [-3.007, -0.421, 7.688], [-2.616, -2.456, 6.089], [-4.720, -2.229, 7.434], [-5.004, -3.040, 5.874], [-7.421, -2.398, 5.736], [-7.812, -0.756, 6.394], [-7.118, -1.925, 7.417], [4.746, -7.177, 1.235], [3.817, -7.278, 0.222], [3.475, -8.611, -0.129], [2.305, -8.500, -1.095], [2.745, -7.672, -2.344], [3.644, -7.986, -2.681], [2.054, -7.756, -3.076], [2.674, -6.177, -2.154], [3.958, -5.484, -2.598], [4.406, -6.046, -3.903], [5.687, -5.563, -4.234], [4.896, -6.110, 1.399], [5.716, -7.642, 1.061], [4.466, -7.625, 2.189], [3.099, -9.076, 0.783], [4.318, -9.200, -0.492], [1.490, -7.889, -0.707], [1.927, -9.468, -1.427], [2.380, -5.961, -1.127], [1.845, -5.987, -2.834], [4.676, -5.489, -1.777], [3.849, -4.399, -2.627], [5.928, -5.841, -5.260], [6.460, -5.895, -3.542], [5.816, -4.482, -4.193], [-6.160, -0.270, -6.439], [-6.660, -0.119, -5.191], [-7.099, -1.308, -4.513], [-7.167, -0.993, -3.017], [-7.754, 0.481, -2.745], [-7.855, 1.106, -3.532], [-8.706, 0.230, -2.522], [-7.263, 1.293, -1.543], [-6.074, 2.166, -1.908], [-4.910, 1.369, -2.393], [-3.712, 2.098, -2.720], [-5.592, 0.635, -6.653], [-7.038, -0.335, -7.082], [-5.478, -1.108, -6.586], [-6.369, -2.111, -4.620], [-7.948, -1.761, -5.026], [-6.106, -0.988, -2.770], [-7.620, -1.729, -2.352], [-7.031, 0.437, -0.910], [-8.100, 1.821, -1.086], [-5.863, 2.712, -0.989], [-6.444, 2.870, -2.653], [-2.847, 1.473, -2.499], [-3.509, 3.016, -2.170], [-3.596, 2.369, -3.770], [-1.382, 5.010, -3.942], [-0.558, 6.111, -3.650], [-0.574, 6.399, -2.294], [0.264, 7.618, -1.948], [1.711, 7.450, -2.439], [1.943, 6.481, -2.273], [1.742, 7.588, -3.439], [2.750, 8.390, -1.749], [4.166, 8.089, -2.359], [4.505, 6.767, -1.967], [5.719, 6.247, -2.595], [-1.068, 4.036, -3.566], [-1.254, 4.737, -4.989], [-2.426, 5.281, -3.785], [-0.368, 5.458, -1.783], [-1.591, 6.712, -2.060], [0.235, 7.664, -0.859], [-0.051, 8.569, -2.377], [2.720, 8.225, -0.672], [2.521, 9.444, -1.900], [4.904, 8.660, -1.796], [4.278, 8.301, -3.423], [6.554, 6.926, -2.426], [5.632, 6.066, -3.666], [5.909, 5.347, -2.009], [-0.730, 3.136, 0.045], [-0.663, 1.733, 0.229], [-1.836, 1.163, 0.766], [-1.872, -0.347, 0.508], [-0.720, -1.023, 1.201], [-0.841, -0.963, 2.202], [-0.809, -2.020, 1.064], [0.702, -0.642, 0.894], [0.899, -0.940, -0.569], [0.676, -2.314, -0.679], [1.110, -2.728, -1.977], [-1.073, 3.590, 0.975], [-1.439, 3.345, -0.755], [0.244, 3.577, -0.165], [-2.746, 1.459, 0.245], [-2.042, 1.327, 1.824], [-1.863, -0.616, -0.548], [-2.765, -0.803, 0.937], [1.425, -1.087, 1.578], [0.900, 0.379, 1.220], [1.918, -0.583, -0.719], [0.309, -0.268, -1.192], [2.197, -2.739, -1.898], [0.744, -2.123, -2.807], [0.752, -3.728, -2.222], [4.013, 0.964, 2.844], [4.798, 1.537, 1.774], [3.997, 2.167, 0.704], [3.208, 3.384, 1.113], [4.146, 4.449, 1.696], [3.538, 5.076, 2.203], [4.711, 3.942, 2.363], [4.993, 5.327, 0.707], [6.224, 5.872, 1.453], [6.892, 4.889, 2.254], [7.866, 5.501, 3.134], [3.937, 1.734, 3.612], [4.573, 0.170, 3.337], [3.045, 0.651, 2.454], [3.481, 1.362, 0.182], [4.807, 2.397, 0.012], [2.480, 3.075, 1.863], [2.611, 3.929, 0.382], [4.401, 6.196, 0.420], [5.306, 4.759, -0.168], [5.990, 6.750, 2.055], [6.913, 6.397, 0.792], [7.390, 6.364, 3.599], [8.737, 5.864, 2.589], [8.123, 4.850, 3.969], [-5.781, 5.063, 2.935], [-4.668, 6.067, 2.741], [-5.015, 7.077, 1.795], [-3.290, 5.750, 2.994], [-4.902, 6.967, 4.079], [-5.198, 3.965, 1.737], [-4.618, 2.672, 2.210], [-4.715, 4.522, 0.467], [-6.687, 3.653, 1.360], [6.410, -1.676, 0.101], [4.979, -1.690, -0.569], [4.432, -3.013, -0.719], [4.621, -0.638, -1.562], [4.126, -1.137, 0.647], [7.192, -1.777, -1.401], [7.655, -0.491, -1.958], [6.851, -2.902, -2.271], [8.541, -2.425, -0.740], [2.852, 2.166, -4.240], [1.736, 1.672, -3.344], [0.410, 1.875, -3.941], [1.838, 1.754, -1.882], [1.942, 0.118, -3.722], [3.002, 3.583, -3.392], [4.028, 3.700, -2.376], [1.783, 4.338, -3.342], [3.723, 4.365, -4.611], [-6.937, -2.356, 1.290], [-5.568, -2.237, 0.715], [-4.516, -2.821, 1.525], [-5.228, -1.134, -0.181], [-5.913, -3.405, -0.355], [-6.853, -0.906, 2.139], [-7.537, 0.277, 1.571], [-5.751, -0.720, 3.096], [-8.021, -1.374, 3.195], [2.335, 5.970, 3.192], [1.006, 6.153, 2.551], [0.972, 6.714, 1.188], [-0.069, 6.513, 3.505], [0.766, 4.528, 2.269], [2.551, 7.676, 3.184], [1.714, 8.501, 4.044], [3.208, 8.257, 2.019], [3.873, 7.588, 4.108], [-1.868, -6.192, 1.728], [-1.831, -5.027, 0.786], [-1.450, -3.725, 1.308], [-2.657, -5.013, -0.392], [-0.425, -5.503, 0.215], [-3.194, -5.638, 2.551], [-4.425, -5.830, 1.839], [-3.180, -4.453, 3.360], [-3.078, -6.737, 3.665], [-0.720, -0.269, 3.924], [-0.119, 0.976, 4.338], [0.730, 1.577, 3.299], [0.161, 1.170, 5.777], [-1.444, 1.832, 4.298], [0.501, -1.212, 4.554], [0.261, -1.558, 5.986], [1.816, -1.219, 3.945], [-0.103, -2.559, 3.858]], "mulliken_charge": [-1.340, 0.166, -0.036, -0.454, -0.058, -0.064, 0.316, 0.349, 0.359, 0.243, 0.379, 0.451, -0.027, 0.233, 0.125, 0.484, -0.019, -0.168, -1.439, 0.238, -0.486, -0.331, -0.366, 0.403, -0.067, 0.453, 0.050, 0.424, 0.090, 0.498, 0.426, 0.541, 0.021, 0.375, 0.392, -0.134, -1.550, 0.807, -1.062, -0.224, -0.856, 1.941, 0.129, 0.365, -0.987, 0.352, 0.384, 0.521, 0.214, 0.460, 0.469, 0.308, 0.252, 0.372, -0.572, 0.121, -0.570, -0.539, -0.040, 0.387, 0.417, -0.089, -0.617, -0.502, -0.677, 0.160, 0.368, -0.026, 0.393, 0.423, 0.176, 0.401, -0.365, 0.538, 0.489, 0.371, 0.336, 0.299, 0.243, -0.858, -0.308, -0.668, 0.494, -0.237, 0.392, 0.449, -0.200, 0.030, 0.207, -0.825, 0.275, 0.315, 0.320, 0.297, 0.513, -0.696, 0.526, -0.401, 0.467, -0.237, 0.403, 0.007, 0.440, 0.345, -0.652, -0.474, -0.256, -0.897, 0.365, -0.194, 0.413, -0.459, -0.767, 0.250, -0.864, 0.006, 0.415, 0.472, 0.021, 0.793, 0.288, 0.485, 0.174, 0.443, 0.443, 0.412, 0.402, 0.251, 0.168, 0.200, 1.089, -1.632, 0.606, 1.715, -0.435, 0.415, 0.847, 0.097, -0.134, 0.366, 0.500, -0.304, -0.791, 0.440, 0.070, 0.086, -0.270, 0.348, -0.894, -0.157, 0.075, -0.164, -0.490, 0.208, -0.578, -0.507, 0.958, -0.134, 0.416, 0.264, 0.697, 0.689, -1.124, -0.287, -0.787, 0.426, 0.370, 0.072, -0.903, 0.223, -0.339, 0.204, -0.269, -0.138, 0.398, 0.566, 0.336, 0.289, 0.283, -0.498, 1.076, -0.660, -0.381, -0.362, 0.940, -0.260, -0.528, -0.293, -0.431, 0.754, -0.089, -0.406, -0.154, 0.941, -0.592, -0.530, -0.314, -0.684, 1.164, -0.585, -0.078, -0.388, 1.293, -0.456, -0.652, -0.415, -0.524, 0.375, 0.092, 0.205, -0.467, 0.980, -0.614, -0.664, -0.364, -0.390, 1.081, -0.498, -0.597, -0.164, 0.817, -0.558, -0.575, -0.314, -0.607, 0.645, -0.898, -0.638, -0.126, 0.728, -0.603, -0.645, -0.296, -0.497, 0.024, -0.290, -0.700, -0.340, 0.882, -0.637, -0.346, -0.141], "fmax_ha_per_bohr": 0.2791, "lumo_ev": -3.352, "charge": 1, "spin_multiplicity": 1, "e_tot_ha": -12547.7131}